1.
C19H19BFI2N3O2Pd | ωB97M-V/def2-TZVPD

The geometry in XYZ format:
```
48
C19H19BFI2N3O2Pd (ωB97M-V/def2-TZVPD)
Pd -0.925 -0.755 -1.152
C -2.779 1.983 -4.180
C -1.747 1.640 -3.139
O -0.969 0.721 -3.270
C -1.714 2.532 -1.956
C -1.326 2.373 -0.680
C -1.342 3.542 0.262
N -0.951 1.097 -0.106
N -0.523 1.244 1.048
C -0.323 -0.003 1.837
O -0.753 -1.060 1.487
C 0.366 0.255 3.116
C 0.659 -0.854 3.912
C 1.334 -0.686 5.107
C 1.717 0.588 5.510
C 1.422 1.694 4.726
C 0.746 1.533 3.526
H -2.718 1.274 -5.001
H -2.601 2.995 -4.550
H -3.783 1.969 -3.749
H -2.077 3.532 -2.176
H -1.711 4.420 -0.260
H -0.340 3.750 0.638
H -1.971 3.349 1.131
H 0.357 -1.836 3.573
H 1.564 -1.544 5.725
H 2.257 0.717 6.440
H 1.717 2.683 5.050
H 0.514 2.390 2.913
F 5.114 -0.482 -0.615
C 3.771 -0.552 -0.753
C 3.094 -1.601 -0.166
C 1.713 -1.667 -0.311
C 1.039 -0.688 -1.028
C 1.744 0.350 -1.616
C 3.127 0.427 -1.481
H 3.642 -2.354 0.385
H 1.166 -2.492 0.126
H 1.225 1.097 -2.204
H 3.700 1.225 -1.934
B -0.936 -5.301 -2.306
C -0.822 -3.735 -2.089
N -0.812 -2.585 -1.983
H -1.020 -5.795 -1.198
H 0.071 -5.684 -2.861
H -1.933 -5.425 -2.996
I -3.758 -0.863 -1.134
I -4.226 -3.416 -1.616
```

Computed properties:
Energy above the lowest of the compared OMol25 structures with the same formula, charge and spin in kcal/mol: 25.0
HOMO-LUMO gap in eV: 6.265
Highest occupied orbital energy in eV: -8.687

2.
C13H10BrFN2O2Tc | ωB97M-V/def2-TZVPD

The geometry in XYZ format:
```
30
C13H10BrFN2O2Tc (ωB97M-V/def2-TZVPD)
Tc 0.958 -0.295 -0.091
O 0.821 -4.745 -3.284
C 0.415 -3.742 -2.534
C -0.942 -3.540 -2.186
C -1.315 -2.479 -1.394
N -0.359 -1.631 -0.987
C 0.896 -1.834 -1.310
Br 3.032 0.762 -0.320
C 1.402 -2.851 -2.068
H 0.102 -5.324 -3.578
H -1.697 -4.231 -2.538
H -2.337 -2.295 -1.096
H 2.449 -2.982 -2.296
F -0.201 4.761 3.602
C -0.231 3.946 2.595
C 0.697 4.141 1.552
C 0.662 3.284 0.497
C -0.307 2.228 0.447
C -0.395 1.368 -0.684
C -1.234 2.076 1.534
C -1.208 2.927 2.594
H 1.393 4.966 1.624
H 1.349 3.398 -0.330
H 0.110 1.684 -1.598
H -1.319 0.822 -0.832
H -1.969 1.283 1.483
H -1.899 2.865 3.425
O 0.113 -2.183 3.521
C 0.378 -1.541 2.607
N 0.635 -0.839 1.646
```

Computed properties:
Energy above the lowest of the compared OMol25 structures with the same formula, charge and spin in kcal/mol: 0.5
Spin multiplicity: 4
HOMO-LUMO gap (spin up / spin down) in eV: 7.138 / 6.096
Charge: +2
Highest occupied orbital energy (spin up / spin down) in eV: -16.117 / -16.624

3.
C26H29N2O6P | ωB97M-V/def2-TZVPD

The geometry in XYZ format:
```
64
C26H29N2O6P (ωB97M-V/def2-TZVPD)
N 5.316 3.427 0.513
P 3.588 3.265 0.939
O 3.392 4.041 2.449
O 2.767 4.091 -0.339
C 1.903 5.110 0.140
O 2.416 6.248 0.320
O 0.516 4.969 0.384
C 0.187 3.662 0.926
O 0.192 2.698 -0.165
N 0.880 1.557 0.148
O 0.254 0.868 0.891
H 5.546 2.690 -0.186
H 5.802 3.168 1.396
H 3.463 5.026 2.383
H 0.861 3.348 1.794
H -0.903 3.716 1.302
C 1.098 0.412 -4.060
C 1.961 -0.220 -4.951
C 3.336 -0.163 -4.746
C 3.849 0.530 -3.653
C 2.986 1.169 -2.769
C 1.611 1.109 -2.971
H 0.026 0.363 -4.216
H 1.561 -0.758 -5.804
H 4.009 -0.659 -5.438
H 4.921 0.572 -3.492
H 3.385 1.714 -1.920
H 0.940 1.606 -2.281
C 7.189 -3.870 -1.406
C 7.233 -2.959 -0.355
C 6.407 -1.839 -0.369
C 5.540 -1.627 -1.437
C 5.503 -2.533 -2.493
C 6.326 -3.655 -2.477
H 7.828 -4.746 -1.392
H 7.910 -3.124 0.476
H 6.439 -1.131 0.452
H 4.895 -0.756 -1.447
H 4.831 -2.364 -3.328
H 6.295 -4.362 -3.299
C -4.614 -0.180 2.595
C -3.363 0.009 2.017
C -2.548 1.054 2.444
C -2.988 1.912 3.448
C -4.243 1.729 4.020
C -5.055 0.682 3.595
H -5.245 -0.998 2.266
H -3.021 -0.658 1.232
H -1.571 1.199 1.994
H -2.353 2.726 3.783
H -4.588 2.402 4.798
H -6.033 0.538 4.043
C -8.866 -2.349 0.821
C -7.916 -2.189 1.825
C -7.100 -3.256 2.189
C -7.237 -4.484 1.550
C -8.192 -4.647 0.552
C -9.006 -3.579 0.186
H -9.497 -1.515 0.533
H -7.812 -1.231 2.325
H -6.358 -3.130 2.970
H -6.599 -5.316 1.831
H -8.303 -5.607 0.058
H -9.749 -3.705 -0.594
```

Computed properties:
Energy above the lowest of the compared OMol25 structures with the same formula, charge and spin in kcal/mol: 46.7
HOMO-LUMO gap in eV: 8.452
Highest occupied orbital energy in eV: -9.252

4.
C41H50N7O2RhS | ωB97M-V/def2-TZVPD

The geometry in XYZ format:
```
102
C41H50N7O2RhS (ωB97M-V/def2-TZVPD)
Rh -0.372 0.348 0.317
N -3.880 -3.335 5.383
C -2.981 -2.354 4.990
C -1.675 -2.349 5.474
C -0.806 -1.326 5.136
C -1.224 -0.306 4.290
C -2.517 -0.321 3.779
C -3.388 -1.332 4.129
S -0.139 1.052 4.031
O 0.953 0.867 4.944
O -0.937 2.254 4.116
N 0.315 0.865 2.477
C 1.616 1.018 2.112
N 1.826 0.577 0.841
C 3.064 0.577 0.365
C 4.125 1.034 1.111
C 3.796 1.566 2.355
N 2.575 1.585 2.858
H -3.479 -4.184 5.743
H -4.653 -3.494 4.759
H -1.347 -3.139 6.139
H 0.196 -1.298 5.538
H -2.855 0.478 3.131
H -4.399 -1.336 3.743
H 3.188 0.208 -0.648
H 5.134 1.031 0.730
H 4.563 2.021 2.974
C 1.757 3.658 -0.737
C 0.373 3.152 -1.160
C -0.664 4.258 -0.983
C 0.447 2.583 -2.570
C 0.807 3.463 -3.583
C 1.087 3.021 -4.865
C 1.092 1.661 -5.110
C 0.734 0.738 -4.132
C 1.024 -0.731 -4.425
C 0.200 -1.287 -5.587
C 2.521 -0.926 -4.697
C 0.284 1.209 -2.879
N -0.297 0.336 -1.930
C -1.096 -0.635 -2.368
C -1.665 -1.557 -1.484
N -1.444 -1.512 -0.172
C -2.155 -2.452 0.634
C -1.423 -3.411 1.342
C -2.115 -4.390 2.048
C -3.499 -4.440 2.055
C -4.206 -3.459 1.386
C -3.555 -2.448 0.682
C -4.410 -1.397 -0.001
C -5.316 -2.008 -1.071
C -5.234 -0.587 1.004
C 0.092 -3.533 1.289
C 0.881 -2.283 1.674
C 0.541 -4.051 -0.082
H 1.761 3.952 0.316
H 2.031 4.530 -1.334
H 2.526 2.903 -0.887
H 0.115 2.334 -0.484
H -0.361 5.154 -1.529
H -0.750 4.534 0.070
H -1.649 3.961 -1.349
H 0.899 4.517 -3.353
H 1.358 3.723 -5.643
H 1.417 1.298 -6.077
H 0.798 -1.318 -3.535
H 0.454 -0.773 -6.517
H -0.872 -1.164 -5.433
H 0.403 -2.350 -5.730
H 2.823 -0.452 -5.633
H 2.756 -1.989 -4.771
H 3.124 -0.497 -3.896
H -1.355 -0.714 -3.418
H -2.294 -2.344 -1.895
H -1.546 -5.140 2.585
H -4.017 -5.229 2.586
H -5.290 -3.474 1.401
H -3.747 -0.696 -0.501
H -6.052 -2.680 -0.627
H -4.743 -2.583 -1.800
H -5.861 -1.226 -1.605
H -5.955 -1.217 1.530
H -5.793 0.198 0.491
H -4.593 -0.110 1.747
H 0.336 -4.297 2.032
H 0.776 -1.500 0.917
H 1.946 -2.521 1.725
H 0.573 -1.881 2.641
H 0.351 -3.301 -0.853
H 0.009 -4.963 -0.357
H 1.612 -4.265 -0.079
C -4.347 3.529 0.215
C -3.593 3.402 1.368
C -2.570 2.467 1.401
N -2.303 1.664 0.366
C -3.018 1.808 -0.755
C -4.048 2.721 -0.873
H -5.148 4.254 0.158
H -3.776 4.014 2.240
H -1.959 2.345 2.292
H -2.737 1.174 -1.585
H -4.597 2.795 -1.801
```

Computed properties:
Energy above the lowest of the compared OMol25 structures with the same formula, charge and spin in kcal/mol: 14.1
Spin multiplicity: 5
HOMO-LUMO gap (spin up / spin down) in eV: 6.885 / 6.942
Highest occupied orbital energy (spin up / spin down) in eV: -6.548 / -7.905

Which of these has the highest energy above the lowest of the compared OMol25 structures with the same formula, charge and spin? C26H29N2O6P